one.
DFT (ωB97M-V with the def2-TZVPD basis set) results for a cluster of 2 separate species, C3H4 in total.

## Properties
* gap between HOMO and LUMO (spin up / spin down): 8.13 / 8.13 eV
* LUMO (spin up / spin down): -0.1487 / -0.1485 hartree
* HOMO level (spin up / spin down): -12.173 / -12.173 eV
* net charge: 0

XYZ file:
```
7
C3H4 ωB97M-V with the def2-TZVPD basis set
C 3.383 0.457 -0.109
C 2.791 -0.535 0.054
C -1.204 -0.005 -0.041
H -1.797 -0.677 -0.574
H -0.346 -0.312 0.390
H -1.077 0.869 -0.508
H -1.750 0.201 0.789
```


two.
DFT (ωB97M-V with the def2-TZVPD basis set) results for the molecule C3H4.

## Properties
* gap between HOMO and LUMO: 10.70 eV
* LUMO: 0.0418 hartree
* SMILES: C=C=C
* HOMO level: -9.563 eV
* net charge: 0

XYZ file:
```
7
C3H4 ωB97M-V with the def2-TZVPD basis set
C 0.470 -0.952 0.843
C -0.038 -0.037 -0.006
C -0.462 0.959 -0.831
H 0.050 -1.875 1.191
H 1.430 -0.685 1.083
H -0.655 1.891 -0.427
H -0.401 1.009 -1.821
```


So which one wins? Going from most stable to least: two, one.